1.
Here is an isolated molecule of C6H11N in a non-equilibrium geometry from OMol25. Energies are from ωB97M-V with the def2-TZVPD basis set.

Structure (XYZ):
```
18
Properties=species:S:1:pos:R:3:nbo_charge:R:1
C 0.470 1.642 -2.061 -0.543
C 0.785 -1.325 1.552 -0.468
C 0.175 1.247 -0.824 0.022
C 0.024 -0.343 1.099 0.216
C -0.878 0.497 1.933 -0.657
C 0.266 -1.133 -1.295 -0.414
N -0.012 -0.043 -0.401 -0.442
H 0.559 2.690 -2.277 0.206
H 0.619 0.971 -2.886 0.194
H 1.443 -1.894 0.921 0.207
H 0.776 -1.588 2.596 0.206
H 0.044 1.994 -0.054 0.193
H -1.905 0.422 1.573 0.228
H -0.589 1.548 1.901 0.219
H -0.833 0.157 2.962 0.225
H 1.330 -1.211 -1.554 0.185
H -0.062 -2.066 -0.836 0.215
H -0.304 -0.982 -2.215 0.207
```

## Properties
- structure (SMILES) = C=CN(C)C(=C)C

***

2.
Here is the ion C4H13N2 with charge +1 in a non-equilibrium geometry from OMol25. Energies are from ωB97M-V with the def2-TZVPD basis set.

Structure (XYZ):
```
19
Properties=species:S:1:pos:R:3:nbo_charge:R:1
C -0.573 0.026 -1.012 -0.224
N 0.742 0.740 -0.735 -0.523
C 0.664 2.233 -0.753 -0.408
C -1.199 -0.267 0.354 -0.250
N -0.150 -0.739 1.263 -0.652
C 0.315 -2.063 0.879 -0.441
H -0.336 -0.865 -1.567 0.231
H -1.166 0.721 -1.580 0.232
H 1.484 0.432 -1.363 0.432
H 0.137 2.500 -1.620 0.223
H 1.670 2.631 -0.825 0.241
H 0.113 2.570 0.105 0.234
H -1.976 -1.029 0.265 0.218
H -1.648 0.651 0.715 0.218
H 1.023 0.363 0.195 0.466
H -0.556 -0.873 2.181 0.397
H 1.057 -2.045 0.067 0.176
H -0.462 -2.680 0.444 0.189
H 0.817 -2.629 1.650 0.240
```

## Properties
- structure (SMILES) = CNCC[NH2+]C
- total charge = +1

***

3.
Here is an isolated molecule of C2H5N5 in a non-equilibrium geometry from OMol25. Energies are from ωB97M-V with the def2-TZVPD basis set.

Structure (XYZ):
```
12
Properties=species:S:1:pos:R:3:nbo_charge:R:1
C 0.908 -0.666 0.693 0.297
C -1.167 -0.551 0.711 0.515
H 1.753 0.989 -1.838 0.364
H 1.466 1.853 -0.431 0.355
H 1.926 -0.995 0.973 0.210
H -3.013 -0.068 0.417 0.349
H -1.113 -0.101 -1.184 0.373
N 1.677 0.930 -0.805 -0.633
N 0.705 0.037 -0.425 -0.138
N -0.100 -1.084 1.324 -0.503
N -2.382 -0.708 0.931 -0.685
N -0.658 0.364 -0.367 -0.505
```

## Properties
- structure (SMILES) = [H]/N=c1/ncn(N)[nH]1

***

E values (in eV) by entry order: -7889.04209 -7332.33111 -9603.27946.